a | Molecular formula: C4H9NO2
Method: DFT, wB97M-V/def2-TZVPD

The geometry in XYZ format:
```
16
C4H9NO2 (wB97M-V/def2-TZVPD)
C 2.251 -0.713 -1.161
O 1.206 0.007 -0.541
C -0.036 -0.610 -0.721
C -0.985 -0.212 0.373
N -0.590 0.248 1.562
C -1.749 1.390 1.406
O -2.785 1.245 2.035
H 2.401 -1.686 -0.671
H 2.047 -0.884 -2.228
H 3.161 -0.117 -1.064
H 0.054 -1.709 -0.643
H -0.465 -0.390 -1.711
H -1.964 -0.691 0.351
H -1.814 1.225 0.130
H 0.360 0.619 1.516
H -1.092 2.279 1.367
```

## Properties
Multiplicity: 1
Orbital gap in eV: 9.20

=====

b | Molecular formula: C4H9NO2
Method: DFT, wB97M-V/def2-TZVPD

The geometry in XYZ format:
```
16
C4H9NO2 (wB97M-V/def2-TZVPD)
C -0.146 -0.517 -2.113
C -0.311 -0.528 -0.600
O 0.538 -1.495 0.024
C 0.049 0.819 0.028
C -0.690 1.127 1.321
O -1.143 2.231 1.568
N -0.818 0.067 2.167
H 0.870 -0.227 -2.397
H -0.851 0.195 -2.557
H -0.360 -1.505 -2.540
H -1.359 -0.768 -0.363
H 0.368 -2.352 -0.387
H 1.129 0.812 0.226
H -0.159 1.645 -0.655
H -1.247 0.231 3.065
H -0.329 -0.799 1.985
```

## Properties
Multiplicity: 1
Orbital gap in eV: 10.33
SMILES string: C[C@@H](O)CC(N)=O

=====

c | Molecular formula: C4H9NO2
Method: DFT, wB97M-V/def2-TZVPD

The geometry in XYZ format:
```
16
C4H9NO2 (wB97M-V/def2-TZVPD)
C 1.521 1.782 0.879
N 0.806 0.697 1.521
C 0.836 -0.587 0.867
C -0.363 -0.606 -0.195
O -1.173 0.283 -0.032
O -0.599 -1.536 -1.142
C -1.876 -1.309 -1.806
H 2.544 1.474 0.656
H 1.584 2.614 1.587
H 1.048 2.155 -0.043
H -0.181 0.972 1.503
H 0.630 -1.367 1.610
H 1.857 -0.816 0.537
H -2.023 -2.098 -2.541
H -1.907 -0.340 -2.308
H -2.703 -1.319 -1.093
```

## Properties
Multiplicity: 1
Orbital gap in eV: 9.92
SMILES string: CNCC(=O)OC

=====

Going by the energies, b is most stable and the next is 1.380 eV up.